{
  "formula": "C3H8SSi",
  "method": "wB97M-V/def2-TZVPD",
  "lumo_ev": 0.8,
  "homo_lumo_gap_ev": 9.51,
  "e_homo_ha": -0.3206,
  "total_energy_ev": -21951.5728,
  "relative_energy_kcal_mol": 47.6,
  "elements": ["C", "C", "C", "Si", "S", "H", "H", "H", "H", "H", "H", "H", "H"],
  "xyz": [[0.7941, -0.8774, -0.4172], [0.8777, 1.0305, 0.3638], [-0.3835, -1.6168, 0.2453], [-1.0701, 1.5057, -0.0672], [-1.8107, -0.4842, 0.2662], [0.7210, -0.7223, -1.4630], [1.7917, -1.3427, -0.1460], [1.3621, 0.9141, 1.3492], [1.5131, 1.4588, -0.4199], [-0.4810, -2.6057, -0.2027], [-0.0127, -1.5619, 1.3120], [-1.9886, 2.3478, 0.6487], [-1.3131, 1.9541, -1.4690]],
  "atomic_forces_ev_per_a": [[1.0489, 2.1255, 2.5376], [-1.6480, -2.6497, -2.5538], [2.4561, 2.6850, 1.2362], [2.4021, -2.0386, 0.0037], [-1.4764, -0.6978, -0.2469], [-0.1615, 0.1954, -0.9788], [-1.1354, 0.6598, -0.3320], [-0.6178, 0.2992, -0.5291], [0.1289, 0.1176, 0.5703], [-0.6360, 0.1375, 0.3082], [-0.8188, -1.2222, -0.9433], [-0.1161, 0.4979, 0.8412], [0.5739, -0.1096, 0.0867]]
}